The following is a quantum chemistry calculation of a 8-piece molecular cluster, C54H41FN10O6PS2 overall, from the Open Molecules 2025 dataset.

Properties
HOMO energy: -5.0 eV
Energy: -4318.97295 hartree
Total charge: -1
Orbital gap: 6.6 eV
Maximum force: 2.43 eV/A

Element x y z (Å)
C1 3.9982 0.9565 0.9865
C2 2.7412 1.5547 0.3789
C3 1.7152 0.6636 0.0043
C4 0.5346 1.1762 -0.5118
C5 0.3447 2.5624 -0.6732
C6 1.3477 3.4576 -0.3319
N1 1.1618 4.8684 -0.4659
C7 1.6952 5.3463 -1.4611
O1 2.0943 5.7119 -2.4842
C8 2.5350 2.9100 0.1908
F1 3.5087 3.7614 0.5579
C9 -1.0153 2.9828 -1.1981
O2 -1.1723 3.8624 -1.9982
C10 -2.1538 2.1744 -0.6050
C11 -3.3585 2.7512 -0.1816
N2 -3.5391 4.1886 -0.3234
C12 -4.1573 4.3903 -1.3563
S1 -4.9338 4.5824 -2.7018
C13 -4.3768 1.9773 0.4041
C14 -5.6491 2.7082 0.8556
O3 -6.6525 2.4188 0.1828
O4 -5.6060 3.5165 1.8022
C15 -4.1759 0.5932 0.5651
P1 -5.3710 -0.5494 1.3637
O5 -6.5502 0.0436 2.0301
C16 -2.9710 0.0008 0.1387
N3 -2.7395 -1.4293 0.3177
C17 -3.1246 -2.0349 -0.6902
S2 -3.0973 -2.8242 -2.0840
C18 -1.9630 0.7793 -0.4356
C19 -0.5978 0.2519 -0.8769
O6 -0.4200 -0.7998 -1.4402
H1 3.7424 0.6015 1.9924
H2 4.8522 1.6324 0.9878
H3 4.2456 0.0632 0.4034
H4 1.8120 -0.4090 0.1349
H5 -4.5937 -1.2115 2.3536
H6 -5.6881 -1.5264 0.3850
N4 5.4973 -2.0954 -0.3539
C20 5.0365 -2.8818 -1.3244
C21 5.2122 -4.2565 -1.3524
C22 5.9094 -4.8486 -0.3145
C23 6.3986 -4.0476 0.7062
C24 6.1642 -2.6837 0.6390
H7 4.4974 -2.3740 -2.1169
H8 4.8112 -4.8453 -2.1656
H9 6.0690 -5.9198 -0.2989
H10 6.9488 -4.4708 1.5361
H11 6.5245 -2.0185 1.4168
N5 -6.4456 7.0726 -0.8686
C25 -6.9584 6.6661 0.2954
C26 -7.9733 7.3405 0.9604
C27 -8.4781 8.4974 0.3911
C28 -7.9553 8.9344 -0.8170
C29 -6.9461 8.1860 -1.4022
H12 -6.5306 5.7548 0.7071
H13 -8.3542 6.9646 1.8998
H14 -9.2696 9.0523 0.8808
H15 -8.3227 9.8334 -1.2949
H16 -6.5096 8.4859 -2.3501
N6 2.1734 -3.9721 0.2162
C30 1.0136 -3.3852 -0.0911
C31 -0.1728 -3.6097 0.5785
C32 -0.1684 -4.5006 1.6392
C33 1.0211 -5.1261 1.9779
C34 2.1582 -4.8267 1.2381
H17 1.0460 -2.6937 -0.9266
H18 -1.0666 -3.0966 0.2695
H19 -1.0765 -4.7034 2.1933
H20 1.0692 -5.8297 2.7988
H21 3.1121 -5.2909 1.4711
N7 -3.1281 0.4882 -5.1718
C35 -2.2843 1.4716 -4.8675
C36 -2.1006 2.5985 -5.6415
C37 -2.8287 2.7270 -6.8115
C38 -3.7041 1.7077 -7.1580
C39 -3.8195 0.6166 -6.3038
H22 -1.7361 1.3386 -3.9399
H23 -1.4071 3.3633 -5.3181
H24 -2.7221 3.6037 -7.4377
H25 -4.2940 1.7603 -8.0631
H26 -4.5005 -0.1967 -6.5293
N8 -0.1325 -1.4880 -6.9042
C40 -0.2580 -1.3477 -5.5831
C41 0.7045 -1.7285 -4.6646
C42 1.8776 -2.2909 -5.1388
C43 2.0324 -2.4516 -6.5078
C44 1.0023 -2.0360 -7.3409
H27 -1.1777 -0.8957 -5.2396
H28 0.5286 -1.5789 -3.6048
H29 2.6579 -2.6014 -4.4544
H30 2.9312 -2.8889 -6.9220
H31 1.0843 -2.1402 -8.4180
N9 1.2762 -0.2631 2.7193
C45 1.4803 0.4243 3.8432
C46 1.9485 -0.1444 5.0172
C47 2.2163 -1.5046 5.0253
C48 2.0081 -2.2370 3.8690
C49 1.5391 -1.5718 2.7440
H32 1.2540 1.4841 3.7889
H33 2.0990 0.4623 5.9001
H34 2.5834 -1.9907 5.9208
H35 2.2054 -3.2975 3.8399
H36 1.3579 -2.0872 1.8013
N10 4.2169 -4.0867 6.7514
C50 4.1690 -3.7805 8.0479
C51 5.2185 -3.9909 8.9289
C52 6.3843 -4.5546 8.4376
C53 6.4539 -4.8813 7.0932
C54 5.3478 -4.6262 6.2976
H37 3.2364 -3.3440 8.3893
H38 5.1234 -3.7201 9.9715
H39 7.2269 -4.7363 9.0928
H40 7.3455 -5.3232 6.6698
H41 5.3584 -4.8623 5.2388